(1)
Entry from the Open Molecules 2025 dataset: a molecular structure, C43H38N4O8S2V in a non-equilibrium geometry (wB97M-V/def2-TZVPD).

The spin multiplicity is 2. The charge is -2. The frontier orbital gap (alpha / beta) is 5.316 / 5.488 eV. The HOMO energy (alpha / beta) comes out at -1.42 / -1.63 eV. The LUMO energy (alpha / beta) comes out at 3.89 / 3.86 eV.

CARTESIAN COORDINATES (ANGSTROEM)
V 1.51 0.51 0.64
C 1.81 5.35 0.65
C 2.17 3.88 0.49
O 1.70 3.09 1.32
C 2.96 3.50 -0.65
C 3.23 2.18 -0.88
C 3.51 1.64 -2.26
N 3.23 1.28 0.15
N 4.00 1.65 1.28
C 3.60 1.01 2.31
O 2.51 0.26 2.34
C 4.38 1.11 3.57
C 3.81 0.65 4.76
C 4.51 0.73 5.96
C 5.80 1.26 5.98
C 6.38 1.71 4.80
C 5.68 1.63 3.60
H 0.74 5.47 0.47
H 2.37 5.99 -0.03
H 2.01 5.64 1.68
H 3.10 4.23 -1.45
H 4.27 2.27 -2.74
H 2.60 1.65 -2.87
H 3.86 0.62 -2.19
H 2.81 0.24 4.72
H 4.06 0.38 6.87
H 6.35 1.31 6.91
H 7.38 2.11 4.80
H 6.11 1.96 2.67
S 0.26 1.27 -1.37
C -0.79 -0.10 -1.62
N -2.07 -0.06 -1.06
C -2.97 -1.16 -1.35
C -2.21 -2.44 -1.21
N -1.10 -2.44 -2.15
C -0.52 -3.76 -2.35
C -1.22 -4.51 -3.46
C -1.17 -4.04 -4.77
C -1.82 -4.72 -5.79
C -2.52 -5.89 -5.52
C -2.58 -6.37 -4.22
C -1.93 -5.68 -3.20
C -0.33 -1.29 -2.29
S 1.07 -1.29 -3.23
C -2.76 1.21 -0.83
C -3.53 1.69 -2.04
C -4.92 1.67 -2.05
C -5.63 2.07 -3.18
C -4.95 2.49 -4.31
C -3.56 2.52 -4.31
C -2.85 2.12 -3.18
H -3.40 -1.07 -2.36
H -3.79 -1.13 -0.63
H -2.86 -3.28 -1.45
H -1.84 -2.56 -0.19
H -0.60 -4.32 -1.42
H 0.53 -3.62 -2.59
H -0.62 -3.12 -4.97
H -1.77 -4.34 -6.81
H -3.03 -6.43 -6.31
H -3.13 -7.28 -3.99
H -1.96 -6.05 -2.18
H -2.00 1.94 -0.54
H -3.44 1.07 0.01
H -5.45 1.33 -1.17
H -6.72 2.04 -3.17
H -5.50 2.80 -5.20
H -3.02 2.84 -5.19
H -1.77 2.14 -3.18
O 1.77 -5.76 1.29
C 2.12 -4.64 0.99
C 1.23 -3.44 0.81
O 0.01 -3.44 0.98
C 2.08 -2.38 0.42
C 3.48 -2.73 0.32
O 4.43 -2.05 -0.03
C 3.56 -4.19 0.72
O 4.54 -4.87 0.83
O 1.64 -1.12 0.22
C -1.60 -0.80 2.28
C -1.03 0.58 2.28
O 0.05 0.79 1.56
C -1.60 1.66 3.01
C -2.81 1.50 3.71
C -3.37 2.54 4.43
C -2.75 3.79 4.47
C -1.55 3.97 3.77
C -0.98 2.94 3.05
H -0.90 -1.50 1.83
H -2.54 -0.84 1.72
H -1.81 -1.13 3.30
H -3.32 0.54 3.68
H -4.30 2.39 4.96
H -3.18 4.60 5.04
H -1.06 4.93 3.79
H -0.06 3.08 2.50

Atom charges from the Mulliken analysis, given in e for atoms 1 to 8: V 0.556; C -1.536; C 1.176; O -0.471; C -1.029; C 0.455; C -1.347; N 0.558

=====

(2)
Entry from the Open Molecules 2025 dataset: 7 unconnected molecules or ions with the total composition C44H62Cl2N2O27S6 in a non-equilibrium geometry (wB97M-V/def2-TZVPD).

The charge is 0. The frontier orbital gap is 8.693 eV. As for the SMILES: CC(C)=CCC[C@@H](C)CCc1c(CCC(N)=O)c(C)c2c(c1Cc1ccccc1)C(=O)N(/C(Cl)=C(/C)Cl)C2=O.O=S1(=O)OCCO1.O=S1(=O)OCCO1.O=S1(=O)OCCO1.O=S1(=O)OCCO1.O=S1(=O)OCCO1.O=S1(=O)OCCO1. The HOMO energy comes out at -8.77 eV. The LUMO energy comes out at -0.08 eV.

CARTESIAN COORDINATES (ANGSTROEM)
C 0.37 3.15 -3.57
C -0.41 2.52 -2.44
C -1.67 3.20 -1.99
C 0.02 1.40 -1.87
C -0.70 0.73 -0.73
C 0.23 -0.31 -0.07
C -0.19 -0.70 1.37
C -1.72 -0.73 1.46
C 0.34 -2.08 1.74
C 1.88 -2.16 1.76
C 2.53 -2.79 0.53
C 3.38 -2.02 -0.29
C 3.64 -0.55 -0.06
C 5.00 -0.33 0.66
C 4.87 -0.56 2.14
N 4.17 0.42 2.85
O 5.35 -1.50 2.71
C 4.01 -2.59 -1.42
C 4.91 -1.81 -2.34
C 3.79 -3.94 -1.64
C 2.99 -4.71 -0.82
C 2.32 -4.17 0.26
C 1.39 -5.04 1.10
C 0.27 -5.69 0.30
C -0.66 -4.96 -0.45
C -1.66 -5.59 -1.18
C -1.76 -6.98 -1.20
C -0.84 -7.72 -0.47
C 0.15 -7.08 0.27
C 3.04 -6.11 -1.33
O 2.84 -7.14 -0.79
N 3.53 -6.00 -2.66
C 2.81 -6.53 -3.73
Cl 3.27 -8.13 -4.26
C 1.78 -5.96 -4.35
C 1.01 -6.59 -5.47
Cl 1.25 -4.38 -3.87
C 4.30 -4.81 -2.76
O 5.20 -4.63 -3.51
H 0.55 2.44 -4.37
H -0.18 4.00 -3.97
H 1.33 3.53 -3.22
H -2.00 3.87 -2.77
H -2.45 2.48 -1.78
H -1.52 3.77 -1.08
H 0.94 0.96 -2.22
H -1.55 0.19 -1.14
H -1.03 1.48 -0.02
H 0.19 -1.21 -0.69
H 1.23 0.11 -0.08
H 0.20 0.05 2.05
H -2.00 -1.40 2.27
H -2.10 0.26 1.64
H -2.16 -1.14 0.55
H -0.07 -2.39 2.69
H -0.03 -2.77 1.00
H 2.18 -2.79 2.60
H 2.27 -1.18 1.95
H 3.73 -0.11 -1.04
H 2.83 -0.03 0.42
H 5.35 0.69 0.47
H 5.69 -1.04 0.24
H 3.73 -0.03 3.64
H 3.44 0.85 2.29
H 4.47 -0.87 -2.64
H 5.10 -2.39 -3.23
H 5.88 -1.65 -1.89
H 0.98 -4.46 1.92
H 1.98 -5.84 1.54
H -0.62 -3.88 -0.50
H -2.37 -5.01 -1.75
H -2.54 -7.48 -1.77
H -0.86 -8.80 -0.47
H 0.86 -7.68 0.82
H 0.35 -5.85 -5.90
H 1.71 -6.91 -6.24
H 0.46 -7.43 -5.08
O 0.41 -12.45 -6.16
S 0.82 -11.95 -4.90
O 0.17 -10.85 -4.28
O 2.40 -11.68 -4.95
C 3.07 -12.43 -3.93
C 2.21 -13.65 -3.73
O 0.87 -13.16 -3.84
H 3.12 -11.81 -3.03
H 4.08 -12.67 -4.26
H 2.35 -14.11 -2.76
H 2.37 -14.39 -4.51
O -1.86 1.61 4.26
S -3.25 1.79 4.03
O -3.73 2.80 3.17
O -3.98 1.90 5.45
C -5.00 0.89 5.57
C -4.49 -0.26 4.72
O -3.90 0.39 3.58
H -5.94 1.29 5.19
H -5.12 0.61 6.61
H -5.28 -0.92 4.39
H -3.72 -0.83 5.23
O -1.17 6.11 -0.90
S -0.67 6.84 0.21
O 0.71 7.16 0.33
O -1.15 6.09 1.54
C -1.90 6.99 2.38
C -2.53 7.96 1.41
O -1.52 8.17 0.41
H -1.20 7.49 3.05
H -2.63 6.44 2.96
H -2.80 8.90 1.87
H -3.41 7.53 0.93
O -3.22 12.05 5.83
S -3.33 11.68 4.47
O -4.33 10.79 4.01
O -1.90 11.15 3.98
C -1.43 11.91 2.86
C -2.06 13.28 3.06
O -3.37 12.99 3.56
H -1.79 11.44 1.94
H -0.35 11.94 2.86
H -2.13 13.84 2.13
H -1.52 13.86 3.80
O -7.12 7.04 -0.70
S -6.81 6.35 0.50
O -7.02 6.93 1.77
O -5.29 5.83 0.39
C -5.24 4.41 0.56
C -6.57 3.92 0.04
O -7.51 4.91 0.48
H -5.12 4.19 1.62
H -4.39 4.00 0.01
H -6.84 2.94 0.43
H -6.59 3.89 -1.06
O 3.39 2.05 -1.82
S 3.89 3.06 -0.95
O 5.26 3.40 -0.91
O 3.37 2.73 0.54
C 2.61 3.84 1.05
C 2.00 4.48 -0.17
O 3.04 4.39 -1.17
H 3.30 4.52 1.56
H 1.87 3.48 1.75
H 1.73 5.52 -0.02
H 1.13 3.92 -0.53

Atom charges from the Mulliken analysis, given in e for atoms 1 to 8: C -1.759; C 0.897; C -1.041; C -0.600; C -0.588; C 1.710; C 1.152; C -2.008

=====

(3)
Entry from the Open Molecules 2025 dataset: a single C5H13NO molecule in a non-equilibrium geometry (wB97M-V/def2-TZVPD).

The charge is 0. The frontier orbital gap is 9.484 eV. As for the SMILES: CC[C@@H](C)CON. The HOMO energy comes out at -8.34 eV. The LUMO energy comes out at 1.14 eV. As for the relative energy (zero: lowest compared OMol25 entry of this formula, charge and spin): 88.8 kcal per mole.

CARTESIAN COORDINATES (ANGSTROEM)
C -2.62 -0.63 0.49
C -1.59 0.42 0.10
C 0.02 -0.29 0.00
C 0.46 -0.53 -1.42
C 0.61 0.84 0.70
O 2.09 0.22 1.10
N 3.05 0.27 0.05
H -2.49 -0.92 1.53
H -3.63 -0.25 0.36
H -2.52 -1.53 -0.13
H -1.76 1.32 0.69
H -1.75 0.74 -0.93
H 0.03 -1.20 0.60
H 1.54 -0.66 -1.43
H 0.23 0.33 -2.04
H -0.04 -1.40 -1.84
H 0.24 1.02 1.70
H 0.82 1.70 0.07
H 3.66 -0.54 0.19
H 3.63 1.09 0.21

Atom charges from the Mulliken analysis, given in e for atoms 1 to 8: C -1.231; C -0.617; C 0.510; C -1.399; C -0.651; O -0.368; N -0.520; H 0.298

=====

(4)
Entry from the Open Molecules 2025 dataset: a molecular structure, C22H60F3O11Y in a non-equilibrium geometry (wB97M-V/def2-TZVPD).

The charge is +2. The frontier orbital gap is 1.040 eV. The HOMO energy comes out at -12.47 eV. The LUMO energy comes out at -11.43 eV.

CARTESIAN COORDINATES (ANGSTROEM)
Y 35.36 4.74 22.17
C 31.62 1.24 26.22
O 30.64 2.24 26.19
O 32.64 1.69 25.38
C 32.10 0.80 27.68
F 31.17 0.18 28.37
F 33.16 -0.02 27.64
F 32.46 1.85 28.46
C 29.23 1.86 26.32
C 28.22 2.95 26.02
H 28.32 3.88 26.59
H 28.37 3.21 24.98
H 27.18 2.66 26.16
H 29.06 1.50 27.34
H 28.90 1.05 25.66
H 31.28 0.30 25.78
C 30.61 0.74 19.36
C 30.60 2.24 19.35
O 31.97 2.73 19.35
H 29.60 0.47 19.04
H 30.94 0.46 20.35
H 31.35 0.33 18.67
H 29.86 2.72 19.98
H 30.06 2.38 18.41
H 31.89 3.23 18.54
C 29.36 8.29 21.16
C 30.79 8.51 21.56
O 31.21 7.40 22.26
H 28.67 7.82 21.87
H 29.33 7.57 20.34
H 29.02 9.19 20.65
H 31.01 9.45 22.07
H 31.42 8.76 20.71
H 30.51 7.31 22.90
C 28.28 5.37 32.97
C 28.28 5.92 34.35
O 27.50 7.12 34.41
H 28.46 6.07 32.15
H 27.36 4.84 32.70
H 29.06 4.64 32.79
H 29.25 6.21 34.75
H 27.85 5.23 35.08
H 26.63 6.80 34.17
C 41.24 1.77 30.07
C 40.11 0.90 29.47
O 40.15 0.94 28.05
H 41.40 2.67 29.48
H 42.15 1.17 29.98
H 40.96 1.97 31.11
H 39.11 1.28 29.70
H 40.04 -0.11 29.88
H 39.59 0.22 27.75
C 20.15 5.05 28.58
C 19.56 4.85 29.96
O 20.49 4.07 30.66
H 21.08 5.61 28.45
H 19.50 5.42 27.78
H 20.46 4.07 28.22
H 18.59 4.40 30.19
H 19.50 5.79 30.49
H 20.20 3.15 30.68
C 34.68 7.26 28.12
C 35.84 6.78 27.40
O 35.73 7.31 26.07
H 34.57 8.34 28.01
H 34.73 6.88 29.14
H 33.75 6.82 27.75
H 35.90 5.71 27.55
H 36.73 7.17 27.88
H 35.96 8.23 26.18
C 35.99 -2.65 33.57
C 36.67 -3.90 33.01
O 36.13 -5.03 33.59
H 34.91 -2.62 33.45
H 36.40 -1.76 33.10
H 36.23 -2.58 34.63
H 37.71 -4.00 33.33
H 36.47 -3.92 31.94
H 36.73 -5.63 34.04
C 38.49 -0.88 20.72
C 37.42 -0.10 19.93
O 37.80 1.29 20.10
H 39.36 -0.76 20.07
H 38.26 -1.94 20.84
H 38.62 -0.43 21.70
H 36.43 -0.27 20.34
H 37.60 -0.49 18.93
H 38.57 1.50 19.56
C 30.13 -6.88 31.48
C 30.02 -7.27 32.98
O 31.06 -8.04 33.44
H 29.22 -6.33 31.23
H 30.32 -7.73 30.83
H 31.00 -6.30 31.16
H 29.10 -7.82 33.19
H 29.90 -6.38 33.60
H 31.76 -7.38 33.43

Atom charges from the Mulliken analysis, given in e for atoms 1 to 8: Y 1.450; C 0.185; O -0.199; O -0.368; C 0.715; F -0.203; F -0.213; F -0.215

=====

(5)
Entry from the Open Molecules 2025 dataset: a single C2H5NS2 molecule in a non-equilibrium geometry (wB97M-V/def2-TZVPD).

The charge is 0. The frontier orbital gap is 8.865 eV. As for the SMILES: CSNC=S. The HOMO energy comes out at -8.57 eV. The LUMO energy comes out at 0.29 eV. As for the relative energy (zero: lowest compared OMol25 entry of this formula, charge and spin): 61.5 kcal per mole.

CARTESIAN COORDINATES (ANGSTROEM)
C -0.08 1.54 0.00
S 1.08 0.62 -0.81
N 0.75 -0.80 0.13
C -0.37 -1.57 0.07
S -1.66 -1.27 -0.91
H -0.40 1.23 1.18
H -1.05 1.45 -0.81
H 0.39 2.71 0.01
H 1.50 -1.29 0.60
H -0.16 -2.62 0.53

Atom charges from the Mulliken analysis, given in e for atoms 1 to 8: C -0.697; S 0.034; N -0.263; C -0.012; S -0.313; H 0.234; H 0.238; H 0.275

=====

(6)
Entry from the Open Molecules 2025 dataset: a molecular structure, C32H51BeN4O2P2 in a non-equilibrium geometry (wB97M-V/def2-TZVPD).

The charge is +1. The frontier orbital gap is 6.757 eV. The HOMO energy comes out at -9.61 eV. The LUMO energy comes out at -2.86 eV. As for the relative energy (zero: lowest compared OMol25 entry of this formula, charge and spin): 0.0 kcal per mole.

CARTESIAN COORDINATES (ANGSTROEM)
C 0.61 -1.65 -2.45
C -1.43 -0.65 -1.91
C 0.02 -2.39 -3.47
C -2.03 -1.15 -3.08
C -1.30 -2.08 -3.83
H 0.62 -3.19 -3.90
H -3.06 -0.88 -3.30
H -1.75 -2.60 -4.68
N -0.06 -0.65 -1.85
P 2.68 -0.54 -1.01
P -3.38 0.99 -0.11
C 1.95 -2.02 -1.82
H 1.76 -2.77 -1.03
H 2.61 -2.50 -2.54
C -2.17 -0.58 -0.58
H -3.00 -1.29 -0.66
C -4.48 0.34 1.33
C -2.78 2.80 0.07
C 3.48 -1.17 0.57
C 3.82 0.00 -2.41
C -3.82 0.35 2.71
H -3.43 1.32 3.02
H -4.58 0.05 3.45
H -3.01 -0.39 2.79
C -5.74 1.24 1.30
H -5.57 2.24 1.72
H -6.12 1.36 0.28
H -6.54 0.77 1.90
C -4.87 -1.12 1.05
H -5.69 -1.40 1.73
H -5.22 -1.28 0.03
H -4.04 -1.81 1.27
C -2.73 3.31 1.51
H -1.94 2.80 2.08
H -2.48 4.38 1.49
H -3.68 3.22 2.06
C -1.38 3.02 -0.50
H -0.60 2.55 0.12
H -1.26 2.65 -1.52
H -1.17 4.11 -0.50
C -3.83 3.50 -0.82
H -4.84 3.45 -0.39
H -3.58 4.55 -0.99
H -3.89 3.00 -1.80
C 4.71 1.13 -1.89
H 5.20 1.61 -2.76
H 4.12 1.90 -1.37
H 5.49 0.75 -1.22
C 2.91 0.53 -3.54
H 2.23 -0.24 -3.93
H 2.31 1.38 -3.20
H 3.55 0.87 -4.36
C 4.71 -1.13 -2.96
H 5.46 -0.66 -3.62
H 5.25 -1.66 -2.18
H 4.16 -1.85 -3.57
C 2.36 -1.78 1.43
H 1.92 -2.66 0.96
H 2.79 -2.09 2.40
H 1.55 -1.06 1.63
C 4.21 -0.06 1.34
H 3.52 0.73 1.66
H 4.66 -0.52 2.23
H 5.02 0.39 0.75
C 4.49 -2.27 0.23
H 4.05 -3.07 -0.38
H 5.39 -1.87 -0.27
H 4.82 -2.71 1.18
Be 0.63 0.26 -0.56
C 1.53 1.81 -0.89
O 1.79 2.85 -1.38
N -0.24 -0.10 0.73
C -1.27 -0.82 0.49
C -1.43 -2.12 1.27
C -1.03 -2.12 2.61
C -1.80 -3.32 0.63
C -1.03 -3.31 3.34
H -0.68 -1.16 3.03
C -1.82 -4.51 1.36
H -2.03 -3.32 -0.44
C -1.42 -4.50 2.70
H -0.72 -3.28 4.39
H -2.14 -5.43 0.88
H -1.41 -5.42 3.27
N 1.92 4.33 0.90
C 1.94 3.18 1.61
N 2.17 3.28 2.94
O 1.79 2.04 1.07
H 2.08 5.22 1.37
H 1.97 4.27 -0.11
H 2.08 2.44 3.50
H 2.15 4.18 3.41

Atom charges from the Mulliken analysis, given in e for atoms 1 to 8: C 0.017; C 0.167; C -0.969; C -1.184; C -0.701; H 0.534; H 0.590; H 0.452